#A
Here is a cluster of 8 separate species, C32H88N8O8 in total from the OMol25 dataset. Energies are from ωB97M-V/def2-TZVPD.

Last column: Löwdin charge in e.
Atoms and positions in Å:
C (-13.839, 2.280, -19.220)  -0.04
C (-15.193, 2.855, -18.864)  -0.43
C (-15.972, 3.340, -20.079)  -0.17
O (-15.361, 4.446, -20.745)  -0.23
C (-15.390, 5.652, -20.026)  -0.10
N (-15.965, 1.844, -18.110)  0.06
H (-13.369, 1.786, -18.374)  0.08
H (-13.230, 3.100, -19.606)  0.08
H (-13.971, 1.566, -20.039)  0.08
H (-15.061, 3.632, -18.101)  0.13
H (-16.978, 3.658, -19.777)  0.12
H (-16.046, 2.539, -20.815)  0.11
H (-16.384, 5.933, -19.651)  0.08
H (-15.159, 6.470, -20.711)  0.08
H (-14.697, 5.660, -19.182)  0.09
H (-16.931, 2.134, -17.992)  0.03
H (-15.975, 0.972, -18.655)  0.03
C (-15.236, 10.923, -20.766)  -0.07
C (-16.465, 10.027, -20.884)  -0.44
C (-17.097, 9.720, -19.534)  -0.23
O (-16.197, 9.013, -18.721)  -0.17
C (-16.829, 8.247, -17.725)  -0.13
N (-17.498, 10.606, -21.758)  0.04
H (-14.791, 11.067, -21.753)  0.07
H (-14.450, 10.597, -20.078)  0.07
H (-15.432, 11.917, -20.344)  0.08
H (-16.110, 9.073, -21.280)  0.13
H (-17.966, 9.089, -19.768)  0.12
H (-17.532, 10.608, -19.054)  0.13
H (-17.778, 7.830, -18.067)  0.06
H (-17.019, 8.811, -16.806)  0.09
H (-16.220, 7.398, -17.416)  0.08
H (-17.022, 10.791, -22.634)  0.07
H (-17.799, 11.475, -21.331)  0.07
C (-17.803, -1.316, -18.013)  -0.05
C (-17.958, -0.900, -19.478)  -0.41
C (-18.991, 0.181, -19.745)  -0.21
O (-20.268, -0.323, -19.465)  -0.20
C (-21.349, 0.530, -19.760)  -0.10
N (-16.642, -0.450, -19.962)  0.04
H (-18.792, -1.580, -17.628)  0.08
H (-17.441, -0.513, -17.368)  0.06
H (-17.163, -2.192, -17.913)  0.07
H (-18.269, -1.809, -20.010)  0.14
H (-18.934, 0.469, -20.803)  0.13
H (-18.759, 1.033, -19.091)  0.11
H (-21.433, 0.664, -20.848)  0.09
H (-21.147, 1.545, -19.393)  0.08
H (-22.229, 0.064, -19.331)  0.09
H (-15.979, -1.156, -19.645)  0.08
H (-16.534, -0.488, -20.974)  0.08
C (-11.471, 1.943, -21.993)  -0.06
C (-11.047, 0.627, -22.641)  -0.42
C (-9.628, 0.213, -22.322)  -0.22
O (-8.803, 1.148, -22.975)  -0.19
C (-7.432, 0.892, -22.784)  -0.11
N (-12.093, -0.377, -22.305)  0.05
H (-11.213, 1.936, -20.930)  0.08
H (-12.521, 2.217, -22.057)  0.05
H (-10.881, 2.742, -22.451)  0.08
H (-11.130, 0.760, -23.728)  0.13
H (-9.389, -0.788, -22.709)  0.12
H (-9.464, 0.161, -21.237)  0.13
H (-7.222, 0.874, -21.707)  0.09
H (-6.806, 1.635, -23.267)  0.09
H (-7.167, -0.107, -23.154)  0.09
H (-11.967, -1.262, -22.785)  0.07
H (-12.974, 0.007, -22.635)  0.02
C (-17.106, -0.894, -25.179)  -0.06
C (-15.710, -0.466, -25.608)  -0.45
C (-14.691, -0.662, -24.493)  -0.19
O (-15.045, 0.108, -23.333)  -0.23
C (-15.083, 1.493, -23.540)  -0.12
N (-15.229, -1.257, -26.751)  0.03
H (-17.778, -0.942, -26.039)  0.08
H (-17.508, -0.252, -24.395)  0.07
H (-17.108, -1.936, -24.841)  0.08
H (-15.702, 0.561, -25.977)  0.13
H (-13.705, -0.298, -24.798)  0.12
H (-14.636, -1.708, -24.193)  0.13
H (-14.124, 1.876, -23.918)  0.09
H (-15.236, 1.982, -22.578)  0.06
H (-15.849, 1.891, -24.212)  0.08
H (-15.804, -1.101, -27.570)  0.07
H (-15.280, -2.247, -26.529)  0.07
C (-13.181, 5.289, -23.535)  -0.06
C (-14.494, 5.924, -23.968)  -0.43
C (-14.479, 6.258, -25.450)  -0.20
O (-13.524, 7.297, -25.645)  -0.20
C (-13.247, 7.532, -27.005)  -0.12
N (-15.571, 4.956, -23.698)  0.05
H (-12.880, 4.426, -24.137)  0.08
H (-13.176, 5.017, -22.481)  0.07
H (-12.364, 5.984, -23.756)  0.08
H (-14.667, 6.814, -23.350)  0.13
H (-15.453, 6.574, -25.837)  0.13
H (-14.080, 5.391, -25.991)  0.13
H (-14.178, 7.646, -27.575)  0.08
H (-12.742, 6.682, -27.483)  0.09
H (-12.623, 8.420, -27.034)  0.09
H (-16.454, 5.385, -23.967)  0.07
H (-15.626, 4.805, -22.692)  0.04
C (-16.601, 0.292, -14.113)  -0.06
C (-15.153, 0.680, -14.328)  -0.41
C (-14.457, -0.237, -15.343)  -0.22
O (-14.432, -1.557, -14.820)  -0.19
C (-14.006, -2.506, -15.786)  -0.11
N (-15.142, 2.051, -14.891)  0.03
H (-16.985, 0.780, -13.213)  0.08
H (-16.763, -0.778, -13.981)  0.08
H (-17.246, 0.644, -14.922)  0.05
H (-14.589, 0.678, -13.394)  0.14
H (-13.451, 0.101, -15.629)  0.12
H (-15.015, -0.231, -16.291)  0.11
H (-13.169, -2.187, -16.410)  0.09
H (-14.880, -2.792, -16.373)  0.08
H (-13.649, -3.378, -15.238)  0.08
H (-15.696, 1.995, -15.750)  0.02
H (-14.210, 2.202, -15.276)  0.06
C (-19.244, 5.383, -17.798)  -0.06
C (-19.023, 4.999, -16.335)  -0.43
C (-18.137, 3.744, -16.258)  -0.21
O (-18.678, 2.667, -16.970)  -0.23
C (-19.681, 1.966, -16.249)  -0.08
N (-18.389, 6.129, -15.651)  0.04
H (-18.290, 5.609, -18.276)  0.05
H (-19.920, 6.236, -17.878)  0.08
H (-19.706, 4.579, -18.375)  0.07
H (-20.036, 4.869, -15.930)  0.13
H (-17.880, 3.499, -15.223)  0.12
H (-17.213, 4.062, -16.750)  0.12
H (-20.590, 2.537, -16.060)  0.09
H (-19.265, 1.657, -15.285)  0.08
H (-19.894, 1.046, -16.792)  0.08
H (-18.023, 5.836, -14.749)  0.08
H (-19.063, 6.851, -15.424)  0.08

HOMO-LUMO gap in eV: 9.161
HOMO energy in eV: -8.519
LUMO level in eV: 0.6



#B
Here is a cluster of 8 separate species, C32H88N8O8 in total from the OMol25 dataset. Energies are from ωB97M-V/def2-TZVPD.

Last column: Löwdin charge in e.
Atoms and positions in Å:
C (14.148, -10.382, 9.445)  -0.06
C (13.268, -11.166, 8.476)  -0.40
C (13.947, -12.087, 7.485)  -0.24
O (13.167, -12.356, 6.367)  -0.16
C (13.714, -13.244, 5.423)  -0.10
N (12.181, -11.807, 9.262)  0.06
H (13.495, -9.794, 10.087)  0.05
H (14.935, -9.764, 9.008)  0.08
H (14.678, -10.990, 10.189)  0.07
H (12.657, -10.447, 7.916)  0.14
H (14.255, -13.019, 7.991)  0.11
H (14.974, -11.701, 7.358)  0.13
H (14.749, -13.054, 5.139)  0.09
H (13.021, -13.248, 4.581)  0.09
H (13.610, -14.289, 5.748)  0.09
H (12.548, -12.708, 9.553)  0.02
H (11.517, -11.936, 8.504)  0.08
C (12.784, -7.279, 15.206)  -0.06
C (11.965, -7.129, 13.903)  -0.44
C (10.928, -8.246, 13.701)  -0.21
O (11.431, -9.563, 13.667)  -0.17
C (12.390, -9.779, 12.663)  -0.12
N (11.329, -5.819, 13.989)  0.03
H (12.183, -7.480, 16.095)  0.08
H (13.512, -6.472, 15.265)  0.08
H (13.419, -8.173, 15.201)  0.06
H (12.658, -7.145, 13.060)  0.12
H (10.414, -7.963, 12.773)  0.12
H (10.203, -8.178, 14.514)  0.13
H (13.270, -9.145, 12.774)  0.09
H (12.027, -9.753, 11.626)  0.08
H (12.630, -10.845, 12.676)  0.07
H (10.708, -5.655, 13.203)  0.07
H (10.765, -5.784, 14.831)  0.07
C (18.344, -18.540, 5.899)  -0.04
C (17.155, -17.560, 5.736)  -0.42
C (17.613, -16.121, 5.992)  -0.24
O (17.978, -15.986, 7.323)  -0.18
C (18.588, -14.771, 7.671)  -0.10
N (16.332, -17.854, 4.548)  0.04
H (18.027, -19.488, 5.455)  0.07
H (18.643, -18.810, 6.912)  0.06
H (19.229, -18.239, 5.334)  0.08
H (16.434, -17.728, 6.545)  0.10
H (16.851, -15.391, 5.676)  0.12
H (18.349, -15.850, 5.215)  0.13
H (18.798, -14.172, 6.783)  0.09
H (19.492, -14.945, 8.259)  0.09
H (17.976, -14.166, 8.351)  0.08
H (16.324, -18.839, 4.311)  0.06
H (16.965, -17.453, 3.847)  0.08
C (14.195, -21.000, 8.438)  -0.05
C (14.927, -20.552, 7.161)  -0.45
C (15.042, -21.675, 6.171)  -0.23
O (15.632, -22.781, 6.798)  -0.20
C (16.105, -23.804, 5.958)  -0.10
N (14.340, -19.316, 6.652)  0.06
H (13.984, -20.212, 9.157)  0.07
H (14.687, -21.870, 8.866)  0.07
H (13.231, -21.383, 8.082)  0.08
H (15.937, -20.287, 7.517)  0.12
H (15.552, -21.392, 5.240)  0.12
H (14.018, -21.912, 5.844)  0.13
H (15.354, -24.330, 5.363)  0.09
H (16.576, -24.525, 6.627)  0.09
H (16.901, -23.350, 5.356)  0.09
H (14.311, -18.648, 7.415)  0.04
H (14.838, -18.854, 5.900)  0.02
C (19.268, -22.868, 12.271)  -0.09
C (18.593, -22.797, 10.915)  -0.42
C (19.538, -22.110, 9.902)  -0.20
O (19.792, -20.753, 10.195)  -0.19
C (18.695, -19.899, 9.925)  -0.11
N (18.489, -24.197, 10.452)  0.01
H (18.624, -23.011, 13.139)  0.07
H (19.672, -21.860, 12.468)  0.08
H (20.131, -23.533, 12.301)  0.08
H (17.617, -22.344, 11.089)  0.13
H (19.121, -22.251, 8.902)  0.12
H (20.499, -22.611, 10.021)  0.13
H (17.890, -19.930, 10.659)  0.08
H (18.302, -20.176, 8.937)  0.07
H (19.075, -18.897, 9.728)  0.09
H (19.415, -24.604, 10.397)  0.06
H (17.995, -24.819, 11.079)  0.07
C (10.808, -16.559, 16.028)  -0.05
C (10.683, -15.038, 15.869)  -0.45
C (9.345, -14.749, 15.147)  -0.20
O (9.267, -15.406, 13.887)  -0.19
C (10.124, -14.791, 12.938)  -0.12
N (10.732, -14.434, 17.178)  0.03
H (10.755, -17.061, 15.062)  0.07
H (9.946, -16.819, 16.648)  0.08
H (11.693, -16.940, 16.536)  0.07
H (11.429, -14.581, 15.215)  0.12
H (9.181, -13.683, 14.947)  0.12
H (8.494, -15.153, 15.703)  0.13
H (9.705, -14.867, 11.936)  0.09
H (11.040, -15.393, 12.963)  0.08
H (10.446, -13.759, 13.102)  0.08
H (9.909, -14.559, 17.760)  0.08
H (10.766, -13.423, 17.065)  0.08
C (14.077, -13.611, 16.757)  -0.06
C (14.160, -12.435, 15.780)  -0.42
C (14.639, -11.177, 16.513)  -0.23
O (13.568, -10.645, 17.266)  -0.18
C (13.968, -9.464, 17.946)  -0.10
N (15.104, -12.738, 14.666)  0.03
H (14.002, -14.540, 16.185)  0.07
H (13.166, -13.553, 17.353)  0.06
H (14.971, -13.711, 17.373)  0.08
H (13.201, -12.170, 15.322)  0.13
H (15.156, -10.492, 15.834)  0.13
H (15.387, -11.572, 17.216)  0.12
H (14.867, -9.720, 18.514)  0.09
H (13.140, -9.318, 18.644)  0.09
H (14.025, -8.567, 17.329)  0.07
H (15.977, -12.598, 15.181)  0.07
H (15.059, -13.736, 14.493)  0.05
C (16.368, -16.842, 10.252)  -0.07
C (15.036, -16.141, 10.273)  -0.40
C (15.019, -14.620, 10.528)  -0.18
O (13.687, -14.172, 10.330)  -0.23
C (13.130, -13.665, 11.538)  -0.10
N (14.350, -16.531, 8.987)  0.06
H (16.374, -17.872, 9.900)  0.07
H (16.929, -16.947, 11.189)  0.08
H (17.068, -16.228, 9.676)  0.06
H (14.409, -16.614, 11.038)  0.13
H (15.621, -14.078, 9.790)  0.12
H (15.452, -14.489, 11.522)  0.13
H (13.153, -14.327, 12.404)  0.09
H (12.094, -13.534, 11.217)  0.08
H (13.460, -12.652, 11.777)  0.07
H (15.047, -16.345, 8.269)  0.06
H (13.595, -15.847, 8.987)  0.06

HOMO-LUMO gap in eV: 9.172
HOMO energy in eV: -8.632
LUMO level in eV: 0.5



#C
Here is a cluster of 8 separate species, C32H88N8O8 in total from the OMol25 dataset. Energies are from ωB97M-V/def2-TZVPD.

Last column: Löwdin charge in e.
Atoms and positions in Å:
C (-0.592, -3.641, 5.055)  -0.06
C (-0.440, -4.863, 4.167)  -0.42
C (0.782, -4.769, 3.266)  -0.24
O (0.863, -5.940, 2.516)  -0.19
C (1.981, -5.969, 1.663)  -0.10
N (-0.405, -6.084, 5.009)  0.04
H (-0.534, -2.769, 4.398)  0.04
H (0.233, -3.527, 5.761)  0.08
H (-1.543, -3.631, 5.579)  0.08
H (-1.295, -4.985, 3.498)  0.14
H (1.716, -4.541, 3.801)  0.13
H (0.630, -3.903, 2.582)  0.12
H (1.831, -5.247, 0.853)  0.09
H (2.021, -6.975, 1.248)  0.09
H (2.924, -5.783, 2.184)  0.09
H (0.237, -6.001, 5.790)  0.07
H (-0.034, -6.848, 4.450)  0.06
C (6.587, 5.769, -1.523)  -0.07
C (7.030, 4.477, -0.843)  -0.42
C (6.064, 3.984, 0.205)  -0.24
O (4.881, 3.561, -0.419)  -0.19
C (4.154, 2.647, 0.372)  -0.10
N (7.214, 3.370, -1.832)  0.03
H (5.597, 5.653, -1.972)  0.08
H (7.298, 6.086, -2.282)  0.07
H (6.443, 6.555, -0.770)  0.08
H (8.024, 4.594, -0.403)  0.13
H (5.837, 4.817, 0.890)  0.13
H (6.554, 3.198, 0.793)  0.12
H (3.891, 3.105, 1.342)  0.08
H (4.808, 1.806, 0.633)  0.10
H (3.224, 2.326, -0.084)  0.09
H (6.282, 3.089, -2.121)  0.06
H (7.701, 3.722, -2.647)  0.06
C (-5.823, 0.675, -5.897)  -0.07
C (-5.663, -0.746, -5.477)  -0.44
C (-5.264, -0.900, -4.013)  -0.21
O (-4.079, -0.165, -3.758)  -0.21
C (-3.987, 0.311, -2.431)  -0.10
N (-6.973, -1.432, -5.730)  0.03
H (-6.042, 0.820, -6.947)  0.08
H (-4.953, 1.253, -5.587)  0.05
H (-6.617, 1.109, -5.272)  0.09
H (-4.997, -1.316, -6.132)  0.13
H (-5.033, -1.962, -3.858)  0.11
H (-6.114, -0.586, -3.397)  0.13
H (-4.806, 1.002, -2.194)  0.09
H (-3.031, 0.817, -2.327)  0.08
H (-4.041, -0.511, -1.705)  0.09
H (-7.685, -0.968, -5.165)  0.07
H (-6.936, -2.374, -5.342)  0.06
C (-0.955, -5.459, -2.829)  -0.06
C (-2.144, -6.395, -2.674)  -0.44
C (-2.970, -6.313, -3.948)  -0.24
O (-3.331, -4.975, -4.134)  -0.19
C (-4.008, -4.648, -5.326)  -0.09
N (-1.607, -7.738, -2.448)  0.03
H (-0.383, -5.429, -1.901)  0.07
H (-1.201, -4.463, -3.188)  0.06
H (-0.261, -5.845, -3.588)  0.08
H (-2.791, -6.129, -1.839)  0.14
H (-3.858, -6.967, -3.903)  0.13
H (-2.354, -6.782, -4.740)  0.13
H (-3.364, -4.660, -6.207)  0.09
H (-4.440, -3.660, -5.176)  0.06
H (-4.873, -5.313, -5.463)  0.09
H (-1.117, -8.074, -3.269)  0.07
H (-2.349, -8.395, -2.235)  0.07
C (5.646, 3.737, 4.906)  -0.05
C (4.323, 3.320, 5.545)  -0.45
C (4.204, 1.805, 5.690)  -0.23
O (4.111, 1.144, 4.487)  -0.15
C (2.953, 1.425, 3.759)  -0.13
N (4.051, 3.976, 6.819)  0.04
H (5.666, 4.809, 4.701)  0.08
H (5.825, 3.207, 3.963)  0.07
H (6.517, 3.493, 5.524)  0.08
H (3.543, 3.641, 4.846)  0.12
H (3.352, 1.582, 6.353)  0.12
H (5.084, 1.424, 6.218)  0.14
H (2.033, 1.170, 4.307)  0.08
H (2.942, 0.802, 2.867)  0.08
H (2.854, 2.466, 3.425)  0.08
H (4.825, 3.865, 7.476)  0.09
H (4.107, 4.982, 6.665)  0.08
C (-0.885, 3.844, 7.923)  -0.06
C (0.194, 2.861, 7.453)  -0.44
C (0.456, 3.072, 5.969)  -0.22
O (-0.724, 2.846, 5.231)  -0.17
C (-0.566, 3.177, 3.883)  -0.12
N (1.394, 3.064, 8.241)  0.04
H (-1.084, 3.741, 8.983)  0.08
H (-1.806, 3.623, 7.377)  0.07
H (-0.614, 4.841, 7.560)  0.08
H (-0.250, 1.869, 7.597)  0.14
H (1.258, 2.411, 5.611)  0.09
H (0.784, 4.120, 5.854)  0.13
H (-0.433, 4.259, 3.738)  0.10
H (-1.442, 2.860, 3.321)  0.09
H (0.321, 2.688, 3.448)  0.05
H (2.220, 2.874, 7.682)  0.01
H (1.504, 4.036, 8.504)  0.07
C (0.337, 0.569, 1.626)  -0.06
C (-0.956, -0.225, 1.462)  -0.44
C (-0.889, -1.224, 0.332)  -0.22
O (-0.724, -0.561, -0.904)  -0.19
C (-0.591, -1.462, -1.990)  -0.10
N (-1.376, -0.908, 2.654)  0.06
H (0.537, 1.244, 0.790)  0.08
H (1.210, -0.096, 1.643)  0.08
H (0.285, 1.141, 2.553)  0.03
H (-1.728, 0.525, 1.249)  0.14
H (-1.783, -1.858, 0.360)  0.13
H (-0.008, -1.869, 0.516)  0.12
H (-0.097, -2.386, -1.676)  0.08
H (0.138, -0.972, -2.645)  0.08
H (-1.512, -1.632, -2.548)  0.08
H (-0.768, -1.625, 3.012)  0.03
H (-1.754, -0.359, 3.407)  0.08
C (-3.743, 3.196, -7.864)  -0.07
C (-2.425, 2.439, -7.798)  -0.44
C (-2.385, 1.551, -6.579)  -0.21
O (-1.023, 1.254, -6.296)  -0.18
C (-0.797, 0.807, -4.985)  -0.12
N (-2.218, 1.757, -9.075)  0.03
H (-4.614, 2.560, -7.710)  0.06
H (-3.866, 3.624, -8.865)  0.08
H (-3.751, 4.085, -7.230)  0.08
H (-1.637, 3.193, -7.748)  0.14
H (-2.931, 0.619, -6.781)  0.13
H (-2.813, 2.060, -5.707)  0.12
H (-0.919, -0.278, -4.895)  0.08
H (-1.481, 1.288, -4.273)  0.08
H (0.208, 1.100, -4.678)  0.09
H (-2.900, 1.024, -9.239)  0.07
H (-1.306, 1.314, -9.101)  0.07

HOMO-LUMO gap in eV: 9.509
HOMO energy in eV: -9.022
LUMO level in eV: 0.5



#D
Here is a cluster of 8 separate species, C32H88N8O8 in total from the OMol25 dataset. Energies are from ωB97M-V/def2-TZVPD.

Last column: Löwdin charge in e.
Atoms and positions in Å:
C (2.091, 13.987, -0.973)  -0.05
C (2.846, 14.662, -2.083)  -0.45
C (3.973, 15.736, -1.825)  -0.19
O (3.647, 16.795, -1.001)  -0.19
C (2.549, 17.546, -1.446)  -0.11
N (3.419, 13.584, -2.816)  0.05
H (2.771, 13.321, -0.441)  0.07
H (1.185, 13.504, -1.340)  0.09
H (1.742, 14.783, -0.315)  0.08
H (2.093, 15.246, -2.612)  0.10
H (4.424, 16.076, -2.757)  0.12
H (4.760, 15.262, -1.238)  0.12
H (2.373, 18.407, -0.800)  0.09
H (1.651, 16.929, -1.426)  0.08
H (2.883, 17.921, -2.413)  0.09
H (3.369, 13.820, -3.797)  0.03
H (2.834, 12.772, -2.679)  0.03
C (6.095, 12.462, -7.338)  -0.08
C (5.308, 13.045, -6.187)  -0.38
C (3.951, 13.676, -6.582)  -0.19
O (3.247, 14.301, -5.539)  -0.26
C (1.956, 14.884, -5.937)  -0.04
N (5.127, 11.852, -5.300)  0.06
H (5.597, 11.638, -7.850)  0.08
H (7.098, 12.124, -7.078)  0.07
H (6.201, 13.280, -8.051)  0.07
H (5.968, 13.763, -5.701)  0.13
H (3.257, 12.898, -6.900)  0.11
H (4.048, 14.322, -7.454)  0.12
H (1.254, 14.074, -6.136)  0.08
H (2.185, 15.546, -6.771)  0.09
H (1.699, 15.523, -5.092)  0.07
H (4.559, 12.207, -4.544)  0.03
H (6.037, 11.464, -5.097)  0.03
C (8.985, 9.603, -7.580)  -0.05
C (10.531, 9.451, -8.054)  -0.34
C (10.544, 8.652, -9.393)  -0.20
O (10.655, 7.231, -9.204)  -0.21
C (11.993, 6.833, -9.072)  -0.11
N (11.212, 10.793, -8.201)  0.02
H (8.880, 10.283, -6.734)  0.05
H (8.605, 8.626, -7.283)  0.07
H (8.412, 10.002, -8.417)  0.07
H (11.082, 8.978, -7.241)  0.12
H (11.249, 9.013, -10.142)  0.11
H (9.616, 8.622, -9.963)  0.12
H (12.355, 7.321, -8.167)  0.08
H (12.467, 7.061, -10.027)  0.09
H (11.903, 5.765, -8.875)  0.09
H (11.070, 11.101, -9.152)  0.05
H (11.105, 11.461, -7.451)  0.06
C (7.284, 16.741, -6.279)  -0.06
C (7.759, 18.190, -6.548)  -0.42
C (7.384, 18.808, -7.896)  -0.23
O (8.138, 19.994, -8.067)  -0.18
C (7.796, 20.726, -9.250)  -0.10
N (7.109, 18.995, -5.486)  0.02
H (6.215, 16.619, -6.106)  0.07
H (7.825, 16.354, -5.415)  0.07
H (7.609, 16.221, -7.180)  0.06
H (8.824, 18.401, -6.449)  0.13
H (6.313, 18.957, -8.033)  0.13
H (7.643, 18.024, -8.607)  0.12
H (8.424, 21.615, -9.317)  0.08
H (6.783, 21.080, -9.446)  0.08
H (8.067, 20.124, -10.117)  0.08
H (7.720, 18.993, -4.681)  0.07
H (7.060, 19.899, -5.934)  0.05
C (5.721, 12.139, 0.695)  -0.04
C (5.698, 10.941, -0.269)  -0.43
C (4.537, 9.960, -0.141)  -0.19
O (4.961, 9.294, 1.023)  -0.22
C (4.176, 8.175, 1.350)  -0.11
N (5.561, 11.531, -1.545)  0.02
H (6.730, 12.549, 0.753)  0.08
H (5.573, 11.875, 1.742)  0.08
H (5.069, 12.925, 0.315)  0.06
H (6.672, 10.453, -0.226)  0.13
H (4.394, 9.218, -0.926)  0.11
H (3.580, 10.351, 0.203)  0.13
H (3.268, 8.613, 1.763)  0.09
H (4.728, 7.614, 2.104)  0.09
H (3.939, 7.475, 0.549)  0.09
H (6.070, 12.403, -1.560)  0.08
H (4.572, 11.673, -1.694)  0.03
C (1.439, 11.522, -4.930)  -0.05
C (2.093, 10.314, -4.287)  -0.39
C (2.540, 9.322, -5.353)  -0.18
O (1.442, 8.944, -6.254)  -0.19
C (0.516, 8.022, -5.614)  -0.11
N (3.252, 10.564, -3.430)  0.06
H (1.569, 11.644, -6.005)  0.07
H (1.769, 12.454, -4.471)  0.05
H (0.360, 11.466, -4.786)  0.08
H (1.242, 9.980, -3.695)  0.13
H (3.013, 8.386, -5.056)  0.10
H (3.257, 9.785, -6.030)  0.12
H (-0.309, 8.511, -5.096)  0.08
H (0.907, 7.233, -4.971)  0.08
H (0.051, 7.430, -6.403)  0.08
H (3.382, 9.933, -2.652)  0.06
H (4.089, 10.476, -3.989)  0.02
C (7.539, 8.382, -2.617)  -0.05
C (7.717, 9.129, -3.926)  -0.39
C (6.582, 8.818, -4.969)  -0.27
O (6.628, 7.536, -5.364)  -0.16
C (5.644, 7.229, -6.358)  -0.07
N (7.806, 10.562, -3.640)  0.04
H (6.663, 8.584, -2.000)  0.07
H (8.469, 8.568, -2.080)  0.08
H (7.426, 7.332, -2.888)  0.07
H (8.628, 8.812, -4.434)  0.13
H (6.787, 9.441, -5.840)  0.09
H (5.590, 9.109, -4.622)  0.10
H (4.629, 7.240, -5.962)  0.07
H (5.787, 6.203, -6.697)  0.09
H (5.624, 7.901, -7.216)  0.09
H (8.748, 10.857, -3.428)  0.07
H (7.183, 10.771, -2.873)  0.02
C (-3.246, 16.260, -8.287)  -0.09
C (-2.311, 17.398, -8.042)  -0.46
C (-1.147, 17.229, -7.007)  -0.12
O (-1.711, 17.230, -5.642)  -0.20
C (-0.836, 17.265, -4.537)  -0.12
N (-1.773, 17.694, -9.346)  0.02
H (-4.014, 16.409, -9.047)  0.08
H (-3.840, 16.176, -7.377)  0.08
H (-2.897, 15.239, -8.441)  0.09
H (-2.942, 18.243, -7.767)  0.14
H (-0.564, 18.149, -7.057)  0.11
H (-0.408, 16.451, -7.199)  0.11
H (-1.410, 17.303, -3.612)  0.09
H (-0.202, 18.150, -4.476)  0.08
H (-0.234, 16.357, -4.493)  0.06
H (-1.601, 18.671, -9.157)  0.07
H (-2.575, 17.484, -9.923)  0.06

HOMO-LUMO gap in eV: 9.143
HOMO energy in eV: -8.543
LUMO level in eV: 0.6



Taking the most stable structure as the zero point, the relative energies in kJ/mol are #A 0.0; #B 305.1; #C 85.2; #D 457.3.